The following is a DFT calculation (ωB97M-V/def2-TZVPD) of a molecular structure, C25H26Br2N4O8P2Y.

XYZ file:
```
68
Properties=species:S:1:pos:R:3:mulliken_charge:R:1
Y -0.49422 0.01826 -0.31822 0.76
C -3.29589 1.60990 -4.21812 -1.85
C -2.80253 0.48477 -3.32597 1.19
O -3.33093 -0.76798 -3.78364 -0.60
P -3.44436 0.62823 -1.61259 0.86
O -3.45131 2.08991 -1.08091 -0.67
O -4.97659 0.29812 -1.73280 -0.55
O -2.67384 -0.31787 -0.73338 -0.72
P -0.97309 0.41585 -3.17970 0.66
O -0.36912 0.69253 -4.62088 -0.58
O -0.59477 1.47274 -2.16447 -0.55
O -0.59807 -0.96042 -2.69676 -0.44
H -4.38532 1.65100 -4.21045 0.39
H -2.96616 1.43269 -5.24106 0.41
H -2.91541 2.56854 -3.86312 0.41
H -2.66524 -1.44987 -3.60428 0.38
H -2.64353 2.32018 -0.54840 0.34
H -5.13677 -0.43843 -2.34426 0.41
H -0.27353 1.63060 -4.83225 0.36
C 2.28114 -1.01475 2.16726 -1.24
C 2.14384 0.47912 2.13239 0.70
C 3.09939 1.28416 2.78599 -1.20
C 2.98908 2.64258 2.74536 -0.92
C 1.89001 3.23814 2.09077 0.57
C 1.66551 4.62979 1.98688 0.05
Br 2.91081 5.85566 2.71884 -0.22
C 0.55243 5.10676 1.35821 -0.37
C -0.39829 4.22346 0.82745 -0.20
Br -1.94932 4.92548 0.01397 -0.16
C -0.25845 2.84935 0.90387 0.47
O -1.15030 1.98028 0.48612 -0.14
C 0.94557 2.36179 1.51083 -0.22
N 1.11472 1.00447 1.49923 1.08
H 3.32842 -1.31378 2.12723 0.51
H 1.74824 -1.47809 1.34070 -0.01
H 1.86689 -1.40068 3.10245 0.26
H 3.92308 0.81133 3.30374 0.55
H 3.72878 3.27281 3.21989 0.38
H 0.38447 6.17128 1.27579 0.45
C -1.88256 -0.15041 4.21247 -1.16
C -1.62131 -1.44205 4.63409 -0.61
C -1.22380 -2.38354 3.69928 -1.07
C -1.09452 -2.00667 2.36993 0.56
N -1.31267 -0.74548 1.97105 0.67
C -1.70477 0.15366 2.87301 -0.33
C -0.71439 -2.97103 1.30628 0.89
C -0.84761 -4.34211 1.47196 -1.02
C -0.49171 -5.18916 0.43567 -0.53
C -0.02096 -4.64285 -0.74579 -1.15
C 0.06624 -3.26602 -0.84500 -0.48
N -0.26480 -2.44455 0.15587 0.56
H -2.20788 0.61437 4.90272 0.49
H -1.72483 -1.71807 5.67481 0.46
H -1.00465 -3.39506 4.00918 0.41
H -1.87504 1.15306 2.49403 0.64
H -1.24799 -4.74753 2.38917 0.42
H -0.59468 -6.25997 0.54818 0.46
H 0.25886 -5.26458 -1.58384 0.45
H 0.39392 -2.78995 -1.76019 0.71
C 4.35488 -1.28116 -3.25503 -1.12
C 4.32010 -0.48082 -1.94825 -0.51
C 2.96701 -0.32894 -1.43462 0.26
N 1.89272 -0.20125 -1.05942 -0.16
H 5.38590 -1.38469 -3.58492 0.36
H 3.79009 -0.77378 -4.03473 0.33
H 3.93554 -2.27578 -3.11421 0.33
H 4.72654 0.52159 -2.09400 0.29
H 4.91704 -0.96514 -1.17342 0.28
```

Properties
E_LUMO (eV): -3.02
Largest force on an atom (eV/A): 0.63
Orbital gap (eV): 7.0
Net charge: +1
E (eV): -208401.906

***

The following is a DFT calculation (ωB97M-V/def2-TZVPD) of a molecular structure, C58H49NOP3SSiV.

XYZ file:
```
115
Properties=species:S:1:pos:R:3:lowdin_spin:R:1
V 0.54434 -0.35931 0.05225 2.04
C 3.10914 -0.06371 3.09995 -0.01
Si 2.78334 -0.07561 1.19395 -0.02
C 3.95984 -1.42621 0.48555 0.00
C 5.34124 -1.44271 0.62685 0.00
C 6.11614 -2.40971 0.00745 0.00
C 5.51804 -3.39511 -0.76285 0.00
C 4.14174 -3.41741 -0.90155 0.00
C 3.37694 -2.43251 -0.28265 0.00
P 1.56124 -2.44021 -0.27985 0.02
C 1.15344 -3.12551 -1.91205 0.00
C 1.60764 -2.35001 -2.98325 0.00
C 1.30334 -2.70631 -4.28305 0.00
C 0.51794 -3.82551 -4.52395 0.00
C 0.02654 -4.56811 -3.46365 0.00
C 0.33564 -4.22511 -2.15605 0.00
C 1.29264 -3.68651 1.02395 0.00
C 1.06534 -3.18301 2.30485 0.01
C 0.96364 -4.03781 3.38575 0.00
C 1.05214 -5.40761 3.19475 0.00
C 1.28104 -5.91291 1.92605 0.00
C 1.43674 -5.05981 0.84525 0.00
C 3.64034 1.48219 0.44655 0.00
C 4.91894 1.92949 0.75595 0.00
C 5.47294 3.01789 0.10145 0.00
C 4.75974 3.68449 -0.88425 0.00
C 3.47324 3.28059 -1.18695 0.00
C 2.92844 2.18679 -0.52475 0.00
P 1.15504 1.81249 -0.59115 0.02
C 0.69604 3.24269 0.44065 0.00
C 0.34884 4.48689 -0.07165 0.00
C 0.05484 5.52789 0.79405 0.00
C 0.12544 5.34119 2.16405 0.00
C 0.51004 4.11209 2.67745 0.00
C 0.79554 3.06889 1.81815 0.00
C 0.61354 2.16959 -2.28755 0.00
C -0.65006 2.68259 -2.57405 0.00
C -1.05256 2.84759 -3.88665 0.00
C -0.20946 2.48369 -4.92415 0.00
C 1.03184 1.93119 -4.64795 0.00
C 1.44144 1.76709 -3.33725 0.00
H 4.17004 0.06789 3.27675 0.00
H 2.82044 -0.99711 3.57045 0.00
H 2.59664 0.74349 3.61145 0.00
H 5.83184 -0.69271 1.22375 0.00
H 7.19084 -2.39861 0.12055 0.00
H 6.12514 -4.15001 -1.24235 0.00
H 3.67214 -4.19391 -1.49285 0.00
H 2.20884 -1.46451 -2.77745 0.00
H 1.67164 -2.11421 -5.10815 0.00
H 0.28134 -4.10931 -5.53925 0.00
H -0.60476 -5.42071 -3.65595 0.00
H -0.06566 -4.79471 -1.32995 0.00
H 0.97914 -2.10701 2.43375 0.00
H 0.82624 -3.63561 4.37755 0.00
H 0.96174 -6.08211 4.03085 0.00
H 1.35074 -6.97991 1.78075 0.00
H 1.68354 -5.46881 -0.12505 0.00
H 5.48934 1.44139 1.53135 0.00
H 6.46474 3.35649 0.36285 0.00
H 5.18984 4.53509 -1.39315 0.00
H 2.88544 3.81639 -1.92245 0.00
H 0.29804 4.64609 -1.13965 0.00
H -0.23246 6.48859 0.39285 0.00
H -0.10846 6.15449 2.83285 0.00
H 0.58864 3.96869 3.74555 0.00
H 1.10874 2.10509 2.20685 0.00
H -1.32296 2.94549 -1.77175 0.00
H -2.02616 3.26529 -4.09835 0.00
H -0.52086 2.63079 -5.94655 0.00
H 1.68234 1.63469 -5.45755 0.00
H 2.41414 1.34019 -3.11715 0.00
O -1.27576 1.27659 0.10905 0.02
P -2.67996 0.94259 0.48585 0.00
C -2.72576 0.18149 2.14055 0.01
C -3.82226 -0.47801 2.67955 0.01
C -3.77276 -0.91161 3.99565 0.00
C -2.63816 -0.69621 4.76325 0.00
C -1.53516 -0.05981 4.21815 0.00
C -1.58206 0.38049 2.90895 0.01
C -3.49336 0.00199 -0.85135 0.00
C -2.76436 -0.92571 -1.59705 0.01
C -3.34696 -1.48551 -2.73295 0.01
C -4.64036 -1.17991 -3.10375 0.01
C -5.36896 -0.27251 -2.35125 0.00
C -4.78736 0.33349 -1.25555 0.00
C -3.66566 2.44879 0.75675 0.00
C -3.05496 3.67169 0.52005 0.00
C -3.74636 4.84989 0.73765 0.00
C -5.05006 4.80859 1.19985 0.00
C -5.65906 3.58949 1.45415 0.00
C -4.96936 2.40999 1.24585 0.00
H -4.69446 -0.67971 2.07175 0.00
H -4.62196 -1.41861 4.42715 0.00
H -2.60146 -1.04071 5.78375 0.00
H -0.64566 0.10369 4.81105 0.00
H -0.72176 0.86219 2.45495 0.00
H -1.22316 -2.34781 -1.75735 0.00
H -2.77546 -2.18331 -3.32855 0.00
H -5.08006 -1.64431 -3.97395 0.00
H -6.38346 -0.03061 -2.62705 0.00
H -5.34636 1.07739 -0.71145 0.00
H -2.02926 3.69799 0.18405 0.00
H -3.26686 5.79769 0.54885 0.00
H -5.59276 5.72419 1.37055 0.00
H -6.67386 3.55869 1.82035 0.00
H -5.44606 1.46669 1.47175 0.00
S -3.13566 -3.75971 -0.59805 0.43
C -2.60296 -3.06861 0.82325 0.09
C -1.57976 -2.13411 0.96535 0.19
N -0.92776 -1.42791 0.06805 0.08
C -1.35096 -1.35671 -1.29605 0.02
H -3.02156 -3.45111 1.74895 0.00
H -1.19006 -2.01391 1.97325 0.01
H -0.66286 -0.65281 -1.81455 0.00
```

Properties
E_LUMO (alpha / beta) (eV): -3.15 / -3.33
Largest force on an atom (eV/A): 2.14
Orbital gap (alpha / beta) (eV): 6.0 / 6.7
Spin multiplicity: 4
Net charge: +1
E (eV): -136741.817
<S²>: 3.814

***

The following is a DFT calculation (ωB97M-V/def2-TZVPD) of 3 unconnected molecules or ions with the total composition C20H43BIN3O13PS3.

XYZ file:
```
85
Properties=species:S:1:pos:R:3:mulliken_charge:R:1
C 6.30432 -0.03582 3.19009 -0.72
C 5.64526 0.14039 1.66485 -0.26
O 5.32424 -1.21802 1.18259 -0.35
C 4.03963 -1.26283 0.46588 0.12
C 3.46091 -2.83164 0.49653 -0.60
O 2.06476 -2.73255 0.94582 -0.06
C 1.72047 -3.86020 1.87446 -0.57
C 0.13196 -3.91380 2.09084 0.05
N -0.29858 -2.63258 1.33512 -0.36
C -1.08152 -1.63897 2.22025 -0.04
N -1.88432 -0.74459 1.57222 0.05
C -2.74078 0.19420 2.38550 -0.55
C -2.74076 1.67316 1.66122 -0.46
C -1.25893 2.28320 1.33017 -0.43
C -0.56390 1.73899 -0.04853 -0.28
S -1.66608 1.73205 -1.55912 0.95
O -2.82222 2.76014 -1.54223 -0.34
O -2.14943 0.27353 -1.90645 -0.68
O -0.65410 2.18241 -2.89841 -0.53
N -0.79780 -1.99403 3.64052 0.28
P 0.22899 -1.08050 4.69518 -0.04
O -0.22353 0.63940 4.63352 -0.44
I 2.61234 -0.96900 3.91859 0.19
C -0.64051 -3.52984 3.50766 -0.14
O -0.53065 -4.35496 4.70432 -0.50
B 0.79393 -4.67477 5.17802 0.72
O 1.50949 -5.82582 4.52079 -0.56
O 1.53650 -4.02533 6.29064 -0.51
H 7.44412 -0.38549 3.14226 0.29
H 5.73840 -0.94401 3.71671 0.11
H 6.17605 0.92501 3.85472 0.25
H 6.53800 0.57674 1.00390 0.27
H 4.74125 0.89088 1.64267 0.25
H 4.14904 -0.88516 -0.66046 0.18
H 3.22375 -0.54917 0.94489 0.00
H 3.41411 -3.16344 -0.64932 -0.01
H 4.13639 -3.54249 1.13912 0.38
H 2.04679 -4.83964 1.27443 0.35
H 2.41044 -3.81672 2.81304 0.23
H -0.38705 -4.86455 1.61398 0.41
H -1.09597 -2.94268 0.70667 0.38
H -1.89483 -0.75732 0.50945 0.31
H -2.53300 0.20627 3.53433 0.32
H -3.86038 -0.20792 2.27120 0.33
H -3.45279 1.57809 0.70805 0.22
H -3.30176 2.45153 2.37105 0.34
H -1.37718 3.47071 1.29877 0.40
H -0.51154 2.06719 2.20687 0.08
H -0.17558 0.64548 0.11787 -0.08
H 0.40304 2.39266 -0.29663 0.41
H -0.89012 1.57721 -3.67249 0.35
H 0.34973 0.98403 3.88817 0.23
H -1.77122 -3.78441 3.17313 0.28
H 2.46311 -5.56452 4.31857 0.30
H 2.50873 -4.27858 6.11805 0.31
C 1.68718 -0.82058 -3.34677 0.23
C 2.03447 -0.82211 -4.83472 -0.81
C 3.10284 -1.89171 -5.05522 -0.67
S 2.85092 -3.11949 -3.78213 1.19
O 4.00021 -3.11260 -2.90167 -0.63
O 2.34383 -4.33550 -4.38600 -0.71
C 1.50768 -2.28200 -2.96364 0.09
H 0.78487 -0.23741 -3.14093 -0.20
H 2.51305 -0.38098 -2.77483 0.14
H 1.13910 -1.06931 -5.41794 0.34
H 2.38357 0.15959 -5.16981 0.39
H 3.00516 -2.36141 -6.03724 0.36
H 4.10972 -1.48212 -4.93656 0.38
H 1.56079 -2.45358 -1.88720 -0.34
H 0.57096 -2.68173 -3.36341 0.33
C -6.67632 6.16864 -3.08292 -0.56
C -5.34049 6.42825 -3.77771 -0.64
C -4.23718 5.90000 -2.86243 -0.60
S -4.96773 4.57503 -1.91248 1.26
O -5.00261 4.97126 -0.52039 -0.72
O -4.40511 3.31148 -2.34533 -0.60
C -6.61024 4.73232 -2.58555 -0.74
H -7.52234 6.32117 -3.75939 0.35
H -6.79170 6.85476 -2.23535 0.29
H -5.31591 5.89063 -4.73337 0.30
H -5.19750 7.49127 -3.99555 0.31
H -3.39069 5.51252 -3.43499 0.29
H -3.89426 6.66848 -2.16422 0.40
H -7.35209 4.50929 -1.81685 0.40
H -6.70145 4.02398 -3.41439 0.33
```

Properties
E_LUMO (eV): -3.93
Largest force on an atom (eV/A): 9.89
Orbital gap (eV): 7.5
Net charge: +1
E (eV): -103082.339